[1]
The following is a DFT calculation (ωB97M-V with the def2-TZVPD basis set) of a 8-piece molecular cluster, C36H44F4O4 overall.

SMILES: Fc1ccccc1.Fc1ccccc1.Fc1ccccc1.Fc1ccccc1.CC(C)=O.CC(C)=O.CC(C)=O.CC(C)=O
Calculated total energy, eV: -57105.338
HOMO-LUMO gap, eV: 9.7
Energy above the lowest of the compared OMol25 structures with the same formula, charge and spin, eV: 0.000
HOMO, eV: -9.193

ORCA input file:
```
! wB97M-V def2-TZVPD RIJCOSX def2/J DEFGRID3
* xyz 0 1
F -0.6174 3.7373 -1.6968
F -1.8567 3.5492 5.2896
F 2.3008 1.7109 4.6902
F 3.0312 -4.3405 -0.8106
O -0.4954 -3.7927 -4.2323
O 5.7354 -0.0043 -5.0205
O -4.1236 -3.2379 -0.5936
O 0.0892 -0.1025 -0.4811
C 1.2187 -5.7856 -0.3900
C 0.7308 -0.0057 1.7882
C 3.2337 5.3759 3.1160
C -3.5891 -1.0889 0.2550
C -0.9482 3.8405 3.1396
C 6.8363 -1.7053 -3.7887
C -4.2140 2.1635 -2.8677
C -1.7530 2.4447 1.3578
C 1.2939 -3.5829 0.5766
C 2.1516 4.0523 4.8166
C 2.6086 2.9176 4.1740
C -0.8849 3.4243 1.8171
C -2.7589 -3.0785 -4.2888
C -1.2669 -2.8536 -2.1983
C -2.7839 2.3214 3.5234
C 0.0921 -3.8160 1.2164
C 0.9772 0.1379 0.3056
C -2.7517 1.9389 2.1890
C -1.8685 3.2442 3.9748
C 4.9599 -0.2597 -2.7951
C -4.1141 3.5095 -2.5498
C -4.2682 -3.0847 1.7699
C 0.0295 -6.0246 0.2915
C -3.0835 1.3628 -2.7994
C -2.8883 4.0373 -2.2085
C 5.8411 -0.5896 -3.9696
C 3.6409 4.2183 2.4683
C -4.0370 -2.5331 0.3865
C 1.8601 -4.5766 -0.1920
C -1.8570 1.8626 -2.3917
C -1.7944 3.2048 -2.0997
C -0.5494 -5.0398 1.0766
C 2.4978 5.2778 4.2873
C 3.2936 2.9747 2.9783
C 2.3111 0.6346 -0.1453
C -1.4091 -3.2925 -3.6242
H 1.7980 -2.6292 0.6746
H -0.2419 -2.9650 -1.8422
H -1.4801 -1.7880 -2.0654
H -3.5945 -2.6736 2.5175
H -1.9212 -3.4147 -1.5324
H 1.5752 3.9270 5.7234
H -2.8068 -2.0835 -4.7266
H -0.2467 4.5644 3.5318
H 6.3645 -2.6577 -4.0434
H 7.6721 -1.5719 -4.4727
H -3.4809 1.8681 4.2183
H 2.4919 1.5943 0.3502
H 4.2487 -1.0750 -2.6379
H 7.2045 -1.7701 -2.7650
H -2.8814 -3.8748 -5.0196
H 2.1714 6.1735 4.8038
H -4.2115 -4.1719 1.7615
H -0.3335 0.0447 1.9954
H 3.6290 2.0519 2.5191
H 1.1136 -0.9685 2.1365
H 1.6474 -6.5169 -1.0615
H -3.1569 0.3066 -3.0376
H -5.2993 -2.8377 2.0525
H 4.3686 0.6236 -3.0355
H -2.8718 -0.8446 1.0400
H -1.0322 1.1762 -2.2529
H -5.1586 1.7073 -3.1310
H 4.2297 4.2713 1.5613
H -3.5599 -3.1692 -3.5502
H 2.3474 0.7121 -1.2250
H -3.4179 1.2070 1.7612
H 3.1000 -0.0192 0.2420
H -0.1779 3.8612 1.1224
H -2.7405 5.0839 -1.9683
H -1.4972 -5.1792 1.5791
H 1.2619 0.7958 2.3063
H -1.7158 2.0908 0.3355
H -0.3407 -3.0296 1.8221
H 5.5482 -0.0637 -1.8998
H -4.4100 -0.3722 0.2799
H -5.0076 4.1192 -2.5769
H 3.5165 6.3404 2.7187
H -3.0669 -1.0086 -0.6957
H -0.4571 -6.9806 0.1417
*
```

Results of the Mulliken charge analysis, in e, for atoms 1 through 5: -0.38 -0.35 -0.37 -0.33 -0.59

---

[2]
The following is a DFT calculation (ωB97M-V with the def2-TZVPD basis set) of a 8-piece molecular cluster, C36H44FN8 overall in a non-equilibrium geometry.

Calculated total energy, eV: -52675.582
HOMO-LUMO gap, eV: 4.8
Energy above the lowest of the compared OMol25 structures with the same formula, charge and spin, eV: 0.000
HOMO, eV: -9.453

ORCA input file:
```
! wB97M-V def2-TZVPD RIJCOSX def2/J DEFGRID3
* xyz 1 1
F 31.7001 15.0608 -14.8075
N 33.7794 14.8579 -13.0517
N 29.4039 13.8708 -13.4889
N 32.5908 11.4612 -13.5989
N 32.6428 14.8990 -17.5294
N 33.1759 17.7699 -15.7358
N 30.7890 16.9424 -12.8820
N 29.4963 16.1525 -16.4875
N 36.1063 11.8150 -19.6393
C 35.2147 14.0544 -11.4696
C 35.8631 10.6098 -19.1191
C 33.9408 14.5062 -11.7435
C 33.0477 18.7006 -16.7318
C 31.5609 17.4026 -11.8499
C 28.3364 17.2147 -18.0545
C 34.0203 11.5451 -15.9761
C 34.2711 19.2196 -17.0641
C 32.7942 12.1596 -15.8727
C 35.1983 18.5509 -16.2184
C 37.0224 11.9336 -20.8226
C 29.2952 13.8063 -12.1261
C 27.4207 16.7870 -17.0542
C 29.4819 17.0737 -12.5189
C 33.8686 15.3301 -18.0405
C 28.2373 12.0484 -12.9711
C 35.8721 14.1135 -12.7156
C 31.9976 11.7172 -12.2665
C 35.6708 12.9409 -19.0391
C 32.0133 14.2467 -18.5713
C 33.7656 10.7915 -13.6833
C 28.7538 12.7762 -14.0147
C 34.9630 14.5063 -13.6608
C 34.9964 12.8854 -17.8398
C 35.1887 10.4730 -17.9166
C 29.4050 17.6381 -11.2636
C 34.4888 10.8165 -14.8732
C 28.1881 16.0511 -16.1503
C 29.6088 17.0417 -17.5408
C 30.7277 17.7855 -10.8107
C 32.7999 14.3105 -19.6777
C 34.7783 11.6317 -17.2486
C 28.4833 12.7495 -11.7846
C 34.5096 17.6585 -15.4215
C 32.1134 12.1117 -14.6787
C 34.0003 14.9669 -19.3524
H 32.6365 17.3340 -11.8053
H 26.3533 16.9232 -17.0661
H 32.6631 11.4457 -11.4520
H 29.8123 14.5710 -11.5656
H 36.2537 18.7746 -16.2134
H 30.3028 15.9133 -15.9260
H 28.1667 12.4647 -10.7950
H 32.3207 12.7535 -16.6435
H 35.3732 10.2044 -14.9798
H 31.1143 18.2533 -9.9194
H 32.0604 18.9070 -17.1158
H 35.1330 14.5902 -14.7243
H 31.0893 11.1149 -12.2632
H 35.6375 13.8255 -10.5065
H 36.2052 9.7187 -19.6256
H 28.7316 12.5616 -15.0713
H 31.1640 16.5009 -13.7251
H 31.1742 12.6290 -14.5640
H 37.5922 12.8446 -20.6673
H 34.8428 15.1990 -19.9820
H 34.4268 19.9807 -17.8082
H 35.8195 13.8697 -19.5718
H 36.8967 13.8895 -12.9721
H 30.6297 17.2787 -17.7990
H 33.1061 14.6764 -11.0772
H 28.7008 16.6619 -13.1381
H 32.5343 13.9580 -20.6639
H 34.5444 15.8694 -17.3913
H 27.8617 15.4425 -15.3201
H 31.0505 13.8036 -18.3667
H 37.6954 11.0840 -20.7726
H 34.9746 9.4941 -17.5147
H 32.3087 14.9791 -16.5695
H 31.8391 12.7880 -12.1745
H 32.9124 15.1153 -13.5093
H 29.9768 14.5324 -14.0027
H 32.4418 17.1847 -15.3800
H 28.4834 17.8624 -10.7522
H 27.9863 17.7313 -18.9344
H 34.0689 10.1883 -12.8420
H 27.6073 11.1713 -12.9710
H 36.4052 11.9689 -21.7155
H 34.5539 13.8170 -17.4984
H 34.8175 16.8972 -14.7264
*
```

Results of the Mulliken charge analysis, in e, for atoms 1 through 5: -0.56 0.92 0.90 0.36 2.16